No. 1
13
Properties=species:S:1:pos:R:3:nbo_charge:R:1 method="wB97M-V/def2-TZVPD" e_homo_ev=-3.5 de_lowest_ev=0.374 orbital_gap_ev=7.7 charge=-1
N 0.2206 -0.3615 1.8976 -0.92
C 0.3476 0.4706 0.6541 0.13
O -0.0461 -0.1278 -0.4768 -0.98
H 0.2567 -1.3249 1.5870 0.34
H -0.6636 -0.1999 2.3701 0.33
H 1.4283 0.7483 0.6192 0.06
H -0.2034 1.4043 0.9159 0.08
H -2.9579 1.0276 -1.8678 0.44
H -2.0056 0.2758 -0.9758 0.52
O -2.9051 0.6643 -0.9774 -0.99
H 1.4379 -1.1057 -1.2150 0.51
H 2.7235 -0.3830 -0.9911 0.46
O 2.3670 -1.0882 -1.5400 -1.00


No. 2
10
Properties=species:S:1:pos:R:3:nbo_charge:R:1 method="wB97M-V/def2-TZVPD" e_homo_ev=-9.8 de_lowest_ev=2.726 smiles="F/C=C1/CO1.F" orbital_gap_ev=10.6
C 0.5526 -0.7792 1.2622 -0.11
C -0.2035 0.2621 0.5786 0.23
C -1.1532 0.5388 -0.2810 0.05
O 0.8773 0.6441 1.2198 -0.41
F 1.2166 -0.2591 -2.4382 -0.57
F -1.3318 1.8849 -0.6064 -0.36
H 0.3156 -1.2449 2.1448 0.19
H 1.1151 -1.4365 0.6465 0.19
H -2.0669 -0.0616 -0.4245 0.21
H 0.6781 0.4516 -2.1019 0.57


No. 3
7
Properties=species:S:1:pos:R:3:nbo_charge:R:1 method="wB97M-V/def2-TZVPD" e_homo_ev=-8.2 de_lowest_ev=4.965 orbital_gap_ev=7.6
H -0.3604 -0.7978 0.7862 0.29
H 0.5248 -2.6622 -0.8361 0.32
H 0.5824 2.2244 -0.9049 0.25
N -0.5846 -1.8254 0.7055 -0.28
N -0.3271 -2.5190 -0.2568 -0.33
N -0.0778 2.3151 -0.0825 -0.01
O 0.2426 3.2649 0.5885 -0.23


No. 4
9
Properties=species:S:1:pos:R:3:nbo_charge:R:1 method="wB97M-V/def2-TZVPD" e_homo_ev=-10.0 de_lowest_ev=2.367 smiles="F/C=C/[SiH3]" orbital_gap_ev=11.1
C -1.2193 0.4124 -0.6181 0.24
C -0.5471 -0.3226 0.2613 -0.74
F -2.5665 0.2330 -0.6684 -0.36
Si 1.3401 -0.1177 0.3757 0.82
H -1.0154 1.2028 -1.5321 0.20
H -1.2343 -1.0068 0.9075 0.27
H 1.7515 1.3688 0.1608 -0.13
H 2.0265 -1.0696 -0.6249 -0.15
H 1.4644 -0.7003 1.7382 -0.15


No. 5
87
Properties=species:S:1:pos:R:3:lowdin_spin:R:1 method="wB97M-V/def2-TZVPD" e_homo_ev="-0.7 / -0.7" s2=0.7590 multiplicity=2 orbital_gap_ev="5.8 / 3.3" charge=-4
Li -7.4420 4.1918 -16.9577 0.00
Li -3.5748 -0.4811 -15.6877 0.00
Li -8.4164 1.3252 -17.3804 0.00
N -4.1761 -3.1302 -21.3843 0.00
S -5.5725 -3.1713 -20.7383 0.00
O -6.7503 -2.7352 -21.4540 0.00
O -5.5574 -3.1470 -19.2556 0.00
F -5.7578 -4.7262 -21.0052 0.00
S -4.0558 -1.4454 -21.1788 0.00
O -3.5974 -1.0466 -19.8510 0.00
O -4.8933 -0.5407 -21.9962 0.00
F -2.6907 -1.3665 -22.0203 0.00
N -9.2029 -0.2010 -16.2982 0.00
S -8.1624 -1.1154 -15.5951 0.00
O -8.4158 -2.5569 -15.4961 0.00
O -7.3468 -0.6236 -14.5006 0.00
F -7.0431 -1.0374 -16.8069 0.00
S -10.1148 -0.1426 -14.8961 0.00
O -9.6978 0.7746 -13.8314 0.00
O -10.8120 -1.3341 -14.5734 0.00
F -11.3298 0.7064 -15.4812 0.00
N -9.3564 0.8014 -19.1028 0.00
S -10.2011 1.6777 -20.0756 0.00
O -11.4140 1.0642 -20.5987 0.00
O -9.5024 2.7365 -20.8192 0.00
F -10.9011 2.4521 -18.8053 0.00
S -8.6593 -0.0326 -20.4484 0.00
O -7.6211 0.5894 -21.3081 0.00
O -9.5584 -1.0157 -21.0642 0.00
F -7.8160 -0.9740 -19.4692 0.00
N -5.2482 8.0434 -17.5897 0.00
S -4.7175 6.6151 -17.3438 0.00
O -5.7377 5.5909 -17.0545 0.00
O -3.3368 6.4838 -16.8570 0.00
F -4.4860 6.3400 -18.9735 0.00
S -5.6526 8.2384 -15.9830 0.00
O -4.5741 8.2127 -14.9614 0.00
O -7.0053 7.8672 -15.7190 0.00
F -5.8356 9.8095 -16.1170 0.00
N -5.7439 2.3529 -23.3042 0.64
S -6.4078 3.7533 -22.8336 -0.02
O -6.1071 4.8981 -23.6676 0.14
O -6.6792 3.9568 -21.4366 0.12
F -7.8934 3.3454 -23.4516 -0.01
S -4.2413 2.6776 -22.5917 -0.01
O -4.2106 2.4207 -21.1738 0.08
O -3.4478 3.7324 -23.1854 0.05
F -3.5140 1.3468 -23.1397 -0.01
N -8.6303 5.1013 -15.7928 0.00
S -8.6929 5.0474 -14.2636 0.00
O -8.5136 3.7321 -13.6171 0.00
O -9.4931 6.0609 -13.5830 0.00
F -7.3339 5.8434 -14.1106 0.00
S -9.9969 4.0956 -15.9778 0.00
O -11.1283 4.0834 -15.0432 0.00
O -9.5736 2.8898 -16.6494 0.00
F -10.6781 4.8707 -17.2208 0.00
N -6.7141 2.3724 -17.0424 0.00
S -5.6315 2.1023 -18.0192 0.00
O -5.3171 0.7143 -18.2668 0.00
O -4.6488 3.1524 -18.1831 0.00
F -6.5175 2.5201 -19.3053 0.00
S -5.7141 2.1834 -15.6812 0.00
O -5.3231 3.4866 -15.1853 0.00
O -4.8484 1.0115 -15.5031 0.00
F -6.8063 1.9796 -14.5547 0.00
N -8.6021 7.3896 -18.3734 0.00
S -9.7580 8.1509 -19.0073 0.00
O -11.1158 7.6143 -18.8022 0.00
O -9.4464 8.7480 -20.2944 0.00
F -9.5949 9.4082 -18.0537 0.00
S -8.6148 6.0027 -19.4937 0.00
O -9.5579 5.8850 -20.6129 0.00
O -8.0694 4.8441 -18.8012 0.00
F -7.3130 6.6551 -20.2190 0.00
C -5.3785 -0.0035 -11.8018 0.00
O -4.6651 -1.2514 -11.7078 0.00
C -4.1781 -1.7957 -12.7880 0.00
O -4.3349 -1.4133 -13.9652 0.00
O -3.3251 -2.8155 -12.4913 0.00
C -3.3309 -3.6459 -11.3338 0.00
H -4.8896 0.7226 -12.4513 0.00
H -5.4636 0.4351 -10.8075 0.00
H -6.3564 -0.1804 -12.2495 0.00
H -3.4338 -3.1411 -10.3732 0.00
H -2.3544 -4.1261 -11.2708 0.00
H -4.0714 -4.4263 -11.5092 0.00


No. 6
33
Properties=species:S:1:pos:R:3:nbo_charge:R:1 method="wB97M-V/def2-TZVPD" e_homo_ev=-10.5 de_lowest_ev=5.790 orbital_gap_ev=10.6
C 0.1083 0.1103 -1.3785 -0.10
C -1.4162 0.0739 -1.3746 -0.13
O -1.9353 -0.8049 -0.4290 -0.66
S -1.0005 -0.7440 0.8736 2.50
O -0.8207 -1.9877 1.6562 -0.83
O -1.4187 0.3746 1.6815 -0.93
O 0.3443 -0.3849 -0.0624 -0.72
H 0.5952 1.0687 -1.5590 0.25
H 0.3839 -0.5825 -2.1736 0.21
H -1.8700 -0.1744 -2.3340 0.22
H -1.9946 0.9474 -1.0738 0.22
C -2.1166 3.1136 1.5783 -0.09
C -0.6127 2.7872 1.7536 -0.12
O -0.0356 2.3695 0.5531 -0.67
S -0.7770 3.2250 -0.6676 2.48
O -0.9715 2.4333 -1.8811 -0.89
O -0.0711 4.4766 -0.8267 -0.87
O -2.1775 3.3920 0.1888 -0.69
H -2.5012 3.9241 2.1974 0.21
H -2.6426 2.1681 1.7099 0.21
H -0.5069 2.0088 2.5092 0.24
H -0.0515 3.6628 2.0798 0.19
C 1.2361 -2.3789 -1.1366 -0.10
C 1.4743 -2.1337 0.3880 -0.15
O 2.7819 -2.5605 0.5686 -0.67
S 3.0184 -3.9576 -0.1639 2.42
O 2.3054 -5.0044 0.6612 -0.87
O 4.4432 -4.1406 -0.5925 -0.83
O 2.0182 -3.5076 -1.4490 -0.68
H 1.8261 -1.5925 -1.6073 0.17
H 0.1882 -2.3214 -1.4310 0.20
H 0.8367 -2.7566 1.0154 0.23
H 1.3600 -1.1037 0.7260 0.25


no.,E_tot (Eh)
1,-323.39764
2,-391.57261
3,-241.09115
4,-468.48340
5,-11180.53956
6,-2332.99449